This record from the OMol25 dataset describes C39H60F6GeN4P3PdSb as an isolated structure in a non-equilibrium geometry. The level of theory is ωB97M-V with the def2-TZVPD basis set.

Structure (XYZ):
```
115
Properties=species:S:1:pos:R:3:forces:R:3:mulliken_charge:R:1
Pd -0.644321 -0.259886 0.882604 -1.1 0.6 0.4 -0.7632
C -2.210057 -3.439735 1.317242 -0.2 0.0 0.0 -1.4662
C -3.171035 -2.752801 0.344954 0.5 0.0 0.4 1.0361
C -3.648296 -3.751282 -0.711089 -0.1 0.0 0.0 -1.9957
P -2.443209 -1.210318 -0.388167 -0.2 0.3 -0.2 1.0979
C -1.807524 -1.563375 -2.058054 0.3 0.0 0.0 -2.0553
N -0.377921 -1.416811 -2.216364 -0.1 -0.5 1.3 0.2410
Ge 0.792089 -0.524959 -0.984111 1.6 0.3 -2.3 -0.1210
N 2.529503 -0.727556 -0.125551 -1.0 0.0 0.3 0.7932
C 2.768903 -0.594705 1.295978 0.1 0.1 -0.3 -2.7389
P 1.348450 -0.079681 2.319696 0.3 -0.2 0.0 1.5141
C 2.259817 1.009510 3.521407 -0.4 0.4 -0.1 0.2045
C 1.510423 1.355027 4.808400 0.1 -0.1 0.1 -1.8307
C 2.891637 2.255492 2.886539 0.0 0.0 0.0 -1.5396
C 0.980767 -1.626917 3.249098 -0.2 0.1 0.1 0.6769
C 2.014262 -2.055982 4.287457 0.0 -0.1 0.0 -1.5730
C 0.753745 -2.731319 2.214379 0.2 0.1 0.2 -0.7990
C 3.458879 -1.528752 -0.791798 0.3 -0.4 0.1 0.6408
C 4.566964 -2.145070 -0.202583 -0.2 0.1 0.1 -0.9412
C 5.354732 -3.009377 -0.950121 0.0 -0.1 -0.1 -0.9051
C 5.033520 -3.295759 -2.266899 0.1 0.0 0.0 -1.0528
C 3.960833 -2.650915 -2.872881 0.1 0.0 -0.1 -0.1027
C 3.229206 -1.737065 -2.147389 -0.1 0.0 0.2 -0.1972
N 2.177646 -0.873768 -2.642553 0.1 0.3 -0.4 0.9985
C 1.429124 -1.407262 -3.772046 0.1 0.1 0.1 0.3570
C 1.943620 -1.550658 -5.046368 0.1 0.1 0.0 -0.3351
C 1.183964 -2.159413 -6.033590 0.0 0.0 0.0 -1.0889
C -0.091690 -2.602711 -5.726542 0.0 0.0 0.0 -0.9867
C -0.632164 -2.392087 -4.465391 -0.1 0.0 0.1 -0.9533
C 0.122593 -1.769244 -3.468582 0.0 0.0 -0.3 0.8288
C 2.693558 0.494267 -2.903832 -0.1 -0.3 0.0 0.3929
C 3.902082 0.728176 -3.532322 0.0 -0.1 -0.1 -0.5520
C 4.261052 2.023617 -3.872500 0.0 0.0 0.0 -1.0344
C 3.403047 3.067659 -3.566449 0.0 0.0 0.0 -1.0076
C 2.216876 2.835963 -2.882682 0.0 0.1 0.1 -0.7969
C 1.858630 1.540741 -2.515391 0.0 0.0 0.1 0.6647
N 0.742714 1.181685 -1.747269 0.3 0.2 0.7 0.5779
C -0.384789 2.030591 -1.607785 -0.2 -0.3 -0.3 -1.7895
P -1.107629 2.083178 0.074274 1.3 -0.4 -0.5 1.6073
C 0.081189 2.982117 1.139370 -0.4 0.0 0.4 1.5193
C -0.406840 2.941882 2.596743 -0.1 0.1 -0.1 -1.4669
C 0.356292 4.417135 0.687266 0.0 0.0 -0.1 -1.5916
C -2.651061 3.087948 -0.188885 -0.3 -0.5 0.7 1.0122
C -3.264305 3.625147 1.113765 0.0 0.1 -0.1 -1.9215
C -2.417505 4.206302 -1.213618 0.1 0.0 -0.1 -1.6120
C -3.880257 -0.129685 -0.727323 -0.1 0.0 0.3 0.3102
C -4.983616 -0.838978 -1.515780 0.0 0.0 -0.1 -1.8950
C -4.444460 0.454972 0.568037 -0.1 0.0 -0.1 -0.8711
H -2.678931 -4.346767 1.705082 0.0 0.1 0.0 0.5668
H -1.978683 -2.804910 2.172356 0.0 0.0 0.0 0.0346
H -1.294022 -3.740849 0.805799 -0.1 -0.1 0.0 0.4205
H -4.020593 -2.373937 0.919463 0.0 0.1 0.0 0.4053
H -2.808512 -4.276737 -1.167628 0.0 0.0 0.0 0.5177
H -4.263563 -3.313066 -1.494627 0.1 -0.1 0.0 0.3885
H -4.255242 -4.499628 -0.197112 0.0 0.0 0.0 0.4582
H -2.329688 -0.874698 -2.737051 -0.1 -0.1 -0.1 0.8589
H -2.138631 -2.572983 -2.302870 0.0 0.0 0.0 1.0073
H 3.574405 0.125682 1.447047 0.1 0.0 0.0 0.9289
H 3.099572 -1.539544 1.733718 0.1 0.0 0.0 0.6040
H 3.063535 0.312345 3.779601 0.1 -0.1 0.0 1.0062
H 0.708513 2.064619 4.640657 0.1 0.0 0.1 0.3010
H 2.218314 1.806212 5.506502 0.0 0.0 0.0 0.5497
H 1.069823 0.485464 5.292023 0.0 0.0 0.0 0.2639
H 2.205155 3.101771 2.912554 0.1 -0.1 0.0 0.2616
H 3.217121 2.114985 1.852575 0.0 0.0 0.1 0.2490
H 3.770484 2.539982 3.467267 0.0 0.0 0.0 0.5041
H 0.031351 -1.435206 3.755264 0.0 0.0 0.1 -0.0581
H 3.007860 -2.199973 3.854407 0.0 0.0 0.0 0.2728
H 1.695660 -3.015009 4.703835 0.1 0.0 0.0 0.4775
H 2.093383 -1.360793 5.120421 0.0 0.0 0.0 0.4080
H 1.687293 -3.067099 1.757044 -0.1 0.0 -0.1 0.2721
H 0.090391 -2.396233 1.398714 0.0 0.0 -0.1 -0.6522
H 0.273955 -3.591366 2.681984 0.0 0.0 -0.1 0.6983
H 4.829840 -1.943635 0.826375 0.0 -0.1 0.0 0.6379
H 6.213391 -3.479684 -0.487165 0.0 0.0 0.0 0.4188
H 5.627098 -4.001224 -2.834373 -0.1 0.0 0.0 0.4524
H 3.717786 -2.867157 -3.903010 0.0 0.0 0.0 0.6004
H 2.931898 -1.174933 -5.282019 0.0 0.0 0.1 0.5713
H 1.590578 -2.292364 -7.027646 0.0 0.0 0.1 0.4553
H -0.687334 -3.101928 -6.480198 0.0 0.0 0.0 0.4229
H -1.646802 -2.708951 -4.267559 0.0 0.0 -0.1 0.4659
H 4.568450 -0.095684 -3.761372 -0.1 0.0 0.0 0.5510
H 5.197279 2.210282 -4.382822 -0.1 0.0 0.0 0.4826
H 3.664877 4.080238 -3.847824 0.0 0.0 0.0 0.4297
H 1.593032 3.684553 -2.627139 0.0 0.0 0.0 0.5338
H -1.204439 1.732385 -2.282040 -0.1 0.1 0.0 0.0985
H -0.138852 3.065237 -1.843107 0.0 0.1 0.0 1.1972
H 0.992692 2.393301 1.036441 0.1 0.0 -0.1 -0.6954
H -1.360535 3.449711 2.715422 0.1 0.0 0.0 0.4140
H 0.303873 3.462616 3.235714 -0.1 0.0 -0.1 0.7329
H -0.531210 1.924740 2.967091 -0.1 0.0 0.0 -0.3939
H -0.482252 5.076940 0.911912 0.1 0.0 0.0 0.3878
H 0.601600 4.496848 -0.372476 0.0 0.0 0.1 0.3029
H 1.219291 4.781892 1.247925 0.0 0.0 0.0 0.4144
H -3.355198 2.387621 -0.622549 -0.1 -0.1 -0.1 0.2389
H -2.724818 4.506483 1.466382 0.0 -0.1 0.0 0.3868
H -3.301418 2.890451 1.916346 0.0 0.0 0.0 0.3453
H -4.290993 3.935880 0.910958 0.1 0.0 0.0 0.4936
H -1.654244 4.916953 -0.901508 -0.1 0.0 0.0 0.3053
H -3.360969 4.751116 -1.288799 0.0 0.0 0.0 0.5019
H -2.177489 3.832991 -2.208054 0.0 0.0 0.0 0.3668
H -3.458759 0.656317 -1.356303 0.0 0.1 -0.1 0.5306
H -5.460763 -1.613477 -0.913432 0.0 0.1 0.0 0.3618
H -4.630107 -1.278128 -2.450401 0.0 0.0 0.0 0.3371
H -5.752144 -0.105317 -1.766604 0.0 0.0 0.0 0.4950
H -4.936584 -0.314156 1.164195 0.0 0.1 0.0 0.5072
H -5.195239 1.216280 0.339411 0.0 -0.1 0.0 0.4319
H -3.679398 0.903023 1.195893 0.0 0.0 0.1 -0.4289
F -1.996400 -0.248443 2.553244 -0.2 -0.1 0.3 0.3131
Sb -2.999275 -0.289973 4.312541 0.6 -0.1 -0.6 1.8707
F -2.143549 -1.960966 4.468996 0.0 -0.1 0.1 -0.5838
F -4.334548 -1.109322 3.280325 -0.2 -0.1 0.1 -0.5222
F -1.419401 0.533874 4.924527 0.0 0.0 0.2 -0.5799
F -3.595366 1.386350 3.704629 -0.2 0.2 0.2 -0.5936
F -3.831985 -0.328344 5.957754 -0.2 0.0 0.0 -0.4920
```
Forces are in eV/Å.

Net charge: +2
Strongest force on any atom, eV Å⁻¹: 2.8
Lowest unoccupied orbital energy, eV: -8.742
E, eV: -158073.6494
2S+1: 1